This record from the Open Molecules 2025 dataset describes 2 unconnected molecules or ions with the total composition C3H9NO at a distorted geometry. The level of theory is ωB97M-V with the def2-TZVPD basis set.

## Properties
HOMO energy = -7.89 eV
gap between HOMO and LUMO = 0.323 Eh
DFT total energy = -6793.5612 eV
energy relative to the best compared isomer or geometry (same formula, charge and spin) = 1.495 eV

Cartesian coordinates (Å):
C: -1.173 0.687 0.613
C: -0.133 0.476 -0.487
C: 1.073 1.014 -0.361
N: 2.124 0.905 -1.305
H: -0.810 0.301 1.562
H: -2.081 0.173 0.337
H: -1.279 1.757 0.779
H: -0.375 -0.286 -1.209
H: 1.400 1.380 0.603
H: 2.767 1.688 -1.226
H: 1.747 1.036 -2.235
O: -1.040 -2.771 0.708
H: -1.381 -3.665 0.576
H: -0.839 -2.697 1.647

---

This record from the Open Molecules 2025 dataset describes C6H12P2 in the gas phase at a distorted geometry. The level of theory is ωB97M-V with the def2-TZVPD basis set.

## Properties
HOMO energy = -7.79 eV
gap between HOMO and LUMO = 0.261 Eh
DFT total energy = -24987.1690 eV
energy relative to the best compared isomer or geometry (same formula, charge and spin) = 5.114 eV

Cartesian coordinates (Å):
C: 2.151 1.125 -1.494
C: 0.847 0.901 -0.865
P: -0.127 -0.698 -0.799
C: 0.806 -2.233 -1.192
C: -0.746 -1.013 1.027
C: -2.142 -0.696 1.464
P: 0.398 0.553 0.995
C: -0.860 1.994 1.171
H: 2.187 0.855 -2.612
H: 2.962 0.520 -1.141
H: 2.358 2.104 -1.247
H: 1.605 -2.295 -0.534
H: 0.964 -2.280 -2.328
H: 0.122 -3.202 -1.004
H: -1.952 -0.083 2.216
H: -2.489 -1.748 1.791
H: -2.675 -0.397 0.645
H: -1.848 1.675 0.764
H: -0.550 3.013 0.880
H: -1.012 1.903 2.263

---

This record from the Open Molecules 2025 dataset describes a molecular structure, C51H78N3O3Tl. The level of theory is ωB97M-V with the def2-TZVPD basis set.

## Properties
HOMO energy = -7.39 eV
gap between HOMO and LUMO = 0.275 Eh
DFT total energy = -69460.6080 eV

Cartesian coordinates (Å):
Tl: 0.874 0.878 -0.685
C: 6.550 -1.277 3.748
C: 5.059 -1.631 3.841
C: 4.938 -3.088 4.289
C: 4.392 -0.747 4.906
C: 4.384 -1.380 2.494
C: 4.379 -0.095 1.949
C: 3.756 0.166 0.748
C: 3.998 1.470 0.031
N: 2.821 2.321 -0.254
C: 3.083 3.179 -1.418
C: 2.610 2.526 -2.720
N: 1.208 2.101 -2.697
C: 0.230 3.181 -2.790
C: 0.127 4.046 -1.529
N: 0.154 3.292 -0.261
C: 1.081 3.855 0.738
C: 2.401 3.070 0.931
C: -1.234 3.204 0.242
C: -1.537 2.338 1.447
C: -2.759 2.625 2.056
C: -3.249 1.882 3.111
C: -2.451 0.826 3.561
C: -1.228 0.496 3.000
C: -0.764 1.266 1.908
O: 0.441 1.005 1.390
C: -0.428 -0.705 3.515
C: -0.454 -1.797 2.437
C: -1.049 -1.302 4.783
C: 1.028 -0.346 3.857
C: -4.592 2.154 3.780
C: -5.311 3.350 3.156
C: -4.380 2.446 5.272
C: -5.492 0.920 3.627
C: 0.984 1.058 -3.725
C: -0.401 0.435 -3.834
C: -0.717 -0.073 -5.095
C: -1.872 -0.792 -5.330
C: -2.735 -0.978 -4.247
C: -2.493 -0.477 -2.978
C: -1.286 0.231 -2.762
O: -1.057 0.735 -1.543
C: -3.473 -0.729 -1.820
C: -3.931 0.589 -1.169
C: -4.730 -1.457 -2.300
C: -2.790 -1.609 -0.757
C: -2.236 -1.378 -6.695
C: -2.390 -2.900 -6.572
C: -1.167 -1.089 -7.748
C: -3.561 -0.772 -7.177
C: 3.061 -0.857 0.067
O: 2.443 -0.509 -1.078
C: 3.107 -2.173 0.539
C: 3.787 -2.383 1.747
C: 2.595 -3.405 -0.228
C: 1.972 -4.440 0.719
C: 3.809 -4.048 -0.919
C: 1.538 -3.104 -1.301
H: 7.044 -1.455 4.707
H: 6.696 -0.228 3.485
H: 7.044 -1.886 2.988
H: 5.426 -3.212 5.257
H: 5.421 -3.769 3.585
H: 3.893 -3.387 4.398
H: 4.855 -0.913 5.882
H: 3.327 -0.976 4.984
H: 4.489 0.312 4.664
H: 4.895 0.718 2.452
H: 4.437 1.212 -0.936
H: 4.738 2.068 0.578
H: 4.159 3.372 -1.510
H: 2.623 4.149 -1.267
H: 3.207 1.625 -2.871
H: 2.798 3.195 -3.569
H: -0.735 2.715 -2.987
H: 0.462 3.831 -3.645
H: -0.814 4.601 -1.606
H: 0.903 4.809 -1.523
H: 0.580 3.856 1.707
H: 1.287 4.901 0.493
H: 2.260 2.337 1.723
H: 3.185 3.770 1.253
H: -1.833 2.844 -0.598
H: -1.584 4.220 0.475
H: -3.329 3.462 1.666
H: -2.811 0.241 4.395
H: -1.483 -2.077 2.196
H: 0.063 -2.688 2.800
H: 0.038 -1.463 1.521
H: -2.053 -1.696 4.607
H: -1.099 -0.571 5.593
H: -0.427 -2.133 5.119
H: 1.600 -0.062 2.977
H: 1.515 -1.209 4.322
H: 1.058 0.483 4.571
H: -4.722 4.265 3.245
H: -6.261 3.513 3.668
H: -5.527 3.180 2.099
H: -3.749 3.328 5.405
H: -3.898 1.610 5.780
H: -5.338 2.631 5.764
H: -5.635 0.678 2.572
H: -6.472 1.104 4.075
H: -5.058 0.046 4.116
H: 1.713 0.269 -3.511
H: 1.246 1.463 -4.712
H: -0.013 0.105 -5.900
H: -3.646 -1.535 -4.415
H: -4.302 1.287 -1.925
H: -3.126 1.062 -0.615
H: -4.747 0.386 -0.470
H: -5.234 -0.915 -3.104
H: -5.429 -1.541 -1.466
H: -4.511 -2.470 -2.647
H: -1.903 -1.118 -0.357
H: -2.499 -2.573 -1.181
H: -3.476 -1.792 0.076
H: -1.464 -3.354 -6.214
H: -2.635 -3.336 -7.544
H: -3.186 -3.168 -5.876
H: -0.201 -1.514 -7.467
H: -1.039 -0.016 -7.907
H: -1.463 -1.533 -8.700
H: -4.374 -0.979 -6.479
H: -3.839 -1.190 -8.149
H: -3.475 0.311 -7.281
H: 3.842 -3.395 2.119
H: 2.680 -4.830 1.450
H: 1.609 -5.289 0.136
H: 1.129 -4.011 1.257
H: 4.543 -4.391 -0.186
H: 4.302 -3.333 -1.581
H: 3.493 -4.908 -1.516
H: 0.654 -2.622 -0.872
H: 1.210 -4.051 -1.738
H: 1.923 -2.470 -2.094

---

This record from the Open Molecules 2025 dataset describes 2 unconnected molecules or ions with the total composition CHN2OS at a distorted geometry. The level of theory is ωB97M-V with the def2-TZVPD basis set.

## Properties
charge = -1
HOMO energy = -3.28 eV
gap between HOMO and LUMO = 0.272 Eh
DFT total energy = -16914.2897 eV
energy relative to the best compared isomer or geometry (same formula, charge and spin) = 1.651 eV

Cartesian coordinates (Å):
C: -0.798 0.091 0.981
N: -1.119 -1.005 1.095
N: 1.014 -0.541 -0.897
O: 1.411 0.299 -0.020
S: -0.019 0.086 -1.937
H: -0.490 1.070 0.778